This record from the Open Molecules 2025 dataset describes a cluster of 4 separate species, C37H45BBrF3NO5 in total. The level of theory is the ωB97M-V functional and the def2-TZVPD basis.

Geometry (Å):
C  -6.234  -1.696  0.209
C  -4.954  -0.724  0.497
C  -3.626  -1.629  0.386
C  -2.760  -1.377  -0.953
C  -1.316  -0.749  -0.570
C  -0.070  -1.695  -0.473
C  -0.103  -3.274  -0.682
C  0.907  -3.822  -1.799
O  1.254  -3.195  -2.825
Br  1.662  -5.654  -1.457
C  1.299  -1.015  -0.106
C  2.674  -1.828  0.074
O  3.512  -1.695  -0.856
O  2.977  -2.632  1.199
C  1.406  0.547  0.112
C  2.771  1.308  0.440
C  2.948  2.448  -0.716
C  3.393  1.837  -2.138
C  2.171  1.537  -3.140
O  1.672  2.743  -3.806
C  0.501  2.262  -4.552
C  0.077  1.331  -0.013
N  -1.198  0.687  -0.322
B  -2.398  1.635  -0.363
O  -3.071  1.993  -1.582
C  -2.936  2.206  1.088
C  -2.314  1.429  2.353
H  -6.289  -2.023  -0.886
H  -7.160  -1.090  0.504
H  -6.099  -2.588  0.930
H  -4.926  0.136  -0.258
H  -5.080  -0.375  1.583
H  -3.845  -2.758  0.509
H  -2.972  -1.354  1.304
H  -2.646  -2.410  -1.460
H  -3.310  -0.729  -1.740
H  0.233  -3.757  0.317
H  -1.130  -3.713  -0.909
H  2.232  -2.657  1.841
H  3.686  0.626  0.340
H  2.815  1.790  1.473
H  3.801  3.165  -0.396
H  2.013  3.119  -0.805
H  4.074  2.593  -2.691
H  4.047  0.892  -1.998
H  1.302  1.005  -2.611
H  2.576  0.851  -3.977
H  -0.292  1.811  -3.833
H  -0.019  3.116  -5.110
H  0.835  1.437  -5.271
H  0.128  2.469  0.161
H  -3.560  2.860  -1.477
H  -4.090  2.169  1.108
H  -2.671  3.324  1.200
H  -2.060  0.332  2.167
H  -1.308  1.944  2.616
H  -2.948  1.516  3.312
F  5.263  0.589  2.556
C  6.336  0.264  1.810
C  7.581  0.766  2.153
C  8.690  0.425  1.384
C  8.538  -0.404  0.275
C  7.281  -0.897  -0.063
C  6.174  -0.566  0.712
H  7.679  1.416  3.015
H  9.671  0.806  1.648
H  9.402  -0.666  -0.327
H  7.163  -1.540  -0.929
H  5.189  -0.948  0.469
F  -3.577  4.395  -0.635
C  -3.210  5.695  -0.559
C  -3.914  6.643  -1.283
C  -3.540  7.980  -1.201
C  -2.461  8.352  -0.403
C  -1.759  7.390  0.317
C  -2.139  6.054  0.243
H  -4.746  6.334  -1.906
H  -4.089  8.732  -1.758
H  -2.168  9.395  -0.342
H  -0.916  7.680  0.935
H  -1.608  5.292  0.804
F  -3.310  -5.001  2.497
C  -2.509  -6.074  2.381
C  -1.604  -6.137  1.333
C  -0.771  -7.245  1.213
C  -0.861  -8.283  2.137
C  -1.777  -8.212  3.183
C  -2.603  -7.099  3.309
H  -1.555  -5.324  0.619
H  -0.054  -7.300  0.400
H  -0.214  -9.149  2.041
H  -1.849  -9.023  3.900
H  -3.315  -7.023  4.122

Summary:
- Charge: +1
- DFT total energy: -129686.735 eV
- Spin multiplicity: 1

These are the Mulliken partial charges, in e, on atoms 1 to 8: atom 1 (C): -1.1604, atom 2 (C): -0.2392, atom 3 (C): -0.1583, atom 4 (C): -1.3784, atom 5 (C): -0.1295, atom 6 (C): 0.7844, atom 7 (C): -1.0338, atom 8 (C): 0.4921